The following is a quantum chemistry calculation of the molecule C21H26ClN5, from OMol25.

The relative energy (zero: lowest compared OMol25 entry of this formula, charge and spin) is 0.00 kcal per mole. The SMILES is CCN(Cc1ccccc1)[C@@H](c1ccc(Cl)cc1)c1nnnn1C(C)(C)C. The lowest unoccupied orbital energy comes out at 0.5592 eV. The calculation puts the HOMO energy at -8.79 eV. As for the charge: 0.

Each atom is followed by the atoms it is bonded to, with distances in Å.
CARTESIAN COORDINATES (ANGSTROEM)
1 C -0.826 -1.663 2.246  H2 1.087, H3 1.085, H4 1.087, C5 1.528
2 H -0.589 -2.294 3.099  C1 1.087
3 H -1.583 -2.157 1.645  C1 1.085
4 H -1.236 -0.726 2.615  C1 1.087
5 C 0.440 -1.414 1.429  C1 1.528, N6 1.460, H52 1.093, H53 1.098
6 N 0.168 -0.615 0.238  C5 1.460, C7 1.458, C21 1.470
7 C 0.039 -1.432 -0.963  N6 1.458, C8 1.505, H19 1.102, H20 1.092
8 C -1.241 -2.223 -0.927  C7 1.505, C9 1.388, C13 1.390
9 C -1.231 -3.602 -0.775  C8 1.388, C10 1.385, H18 1.081
10 C -2.418 -4.313 -0.725  C9 1.385, C11 1.384, H17 1.080
11 C -3.629 -3.650 -0.825  C10 1.384, C12 1.385, H16 1.080
12 C -3.648 -2.274 -0.985  C11 1.385, C13 1.382, H15 1.080
13 C -2.461 -1.567 -1.039  C8 1.390, C12 1.382, H14 1.079
14 H -2.473 -0.496 -1.172  C13 1.079
15 H -4.590 -1.754 -1.072  C12 1.080
16 H -4.555 -4.204 -0.784  C11 1.080
17 H -2.397 -5.386 -0.607  C10 1.080
18 H -0.288 -4.125 -0.696  C9 1.081
19 H 0.895 -2.115 -1.079  C7 1.102
20 H 0.015 -0.765 -1.827  C7 1.092
21 C 1.058 0.546 0.098  N6 1.470, C22 1.493, C40 1.519, H51 1.094
22 C 0.531 1.464 -0.956  C21 1.493, N23 1.316, N26 1.362
23 N 0.861 1.432 -2.229  C22 1.316, N24 1.323
24 N 0.185 2.399 -2.827  N23 1.323, N25 1.264
25 N -0.541 3.021 -2.000  N24 1.264, N26 1.335
26 N -0.368 2.474 -0.795  C22 1.362, N25 1.335, C27 1.459
27 C -1.126 2.958 0.353  N26 1.459, C28 1.533, C32 1.530, C36 1.531
28 C -0.173 3.437 1.454  C27 1.533, H29 1.086, H30 1.087, H31 1.088
29 H 0.232 2.611 2.032  C28 1.086
30 H -0.715 4.085 2.138  C28 1.087
31 H 0.650 4.005 1.026  C28 1.088
32 C -1.975 4.139 -0.120  C27 1.530, H33 1.087, H34 1.086, H35 1.087
33 H -1.341 4.958 -0.448  C32 1.087
34 H -2.606 3.848 -0.955  C32 1.086
35 H -2.605 4.481 0.696  C32 1.087
36 C -2.032 1.827 0.847  C27 1.531, H37 1.087, H38 1.088, H39 1.088
37 H -2.477 2.103 1.799  C36 1.087
38 H -1.473 0.901 0.967  C36 1.088
39 H -2.833 1.651 0.133  C36 1.088
40 C 2.514 0.177 -0.130  C21 1.519, C41 1.391, C45 1.391
41 C 2.985 -0.298 -1.349  C40 1.391, C42 1.383, H50 1.077
42 C 4.300 -0.705 -1.488  C41 1.383, C43 1.385, H49 1.079
43 C 5.156 -0.640 -0.402  C42 1.385, C44 1.384, Cl48 1.729
44 C 4.713 -0.155 0.816  C43 1.384, C45 1.383, H47 1.079
45 C 3.397 0.250 0.942  C40 1.391, C44 1.383, H46 1.082
46 H 3.063 0.639 1.895  C45 1.082
47 H 5.389 -0.093 1.655  C44 1.079
48 Cl 6.798 -1.157 -0.570  C43 1.729
49 H 4.658 -1.069 -2.438  C42 1.079
50 H 2.333 -0.316 -2.206  C41 1.077
51 H 1.000 1.074 1.055  C21 1.094
52 H 1.167 -0.898 2.062  C5 1.093
53 H 0.886 -2.377 1.149  C5 1.098



The following is a quantum chemistry calculation of the molecule C21H26ClNO3, from OMol25.

The relative energy (zero: lowest compared OMol25 entry of this formula, charge and spin) is 1.58 kcal per mole. The SMILES is OCC1(CCOc2ccccc2)CCN(Cc2cc(Cl)ccc2O)CC1. The lowest unoccupied orbital energy comes out at 0.5957 eV. The calculation puts the HOMO energy at -8.29 eV. As for the charge: 0.

Each atom is followed by the atoms it is bonded to, with distances in Å.
CARTESIAN COORDINATES (ANGSTROEM)
1 O -4.058 -1.227 -1.037  C2 1.404, H52 0.963
2 C -3.134 -1.309 0.018  O1 1.404, H3 1.100, H4 1.090, C5 1.548
3 H -3.649 -1.272 0.989  C2 1.100
4 H -2.685 -2.298 -0.085  C2 1.090
5 C -2.043 -0.212 -0.015  C2 1.548, C6 1.536, C10 1.535, C34 1.543
6 C -1.289 -0.273 -1.352  C5 1.536, C7 1.527, H32 1.091, H33 1.091
7 C -0.382 -1.496 -1.464  C6 1.527, N8 1.453, H30 1.094, H31 1.101
8 N 0.552 -1.523 -0.352  C7 1.453, C9 1.454, C15 1.457
9 C -0.161 -1.659 0.908  N8 1.454, C10 1.526, H13 1.093, H14 1.102
10 C -1.046 -0.436 1.131  C5 1.535, C9 1.526, H11 1.091, H12 1.090
11 H -1.581 -0.542 2.076  C10 1.091
12 H -0.390 0.431 1.205  C10 1.090
13 H 0.575 -1.721 1.714  C9 1.093
14 H -0.757 -2.586 0.928  C9 1.102
15 C 1.599 -2.526 -0.497  N8 1.457, C16 1.510, H28 1.097, H29 1.102
16 C 2.744 -2.280 0.457  C15 1.510, C17 1.386, C21 1.403
17 C 3.401 -3.352 1.041  C16 1.386, C18 1.384, H27 1.080
18 C 4.494 -3.141 1.864  C17 1.384, C19 1.385, Cl26 1.732
19 C 4.949 -1.859 2.119  C18 1.385, C20 1.380, H25 1.078
20 C 4.293 -0.786 1.551  C19 1.380, C21 1.393, H24 1.078
21 C 3.190 -0.977 0.722  C16 1.403, C20 1.393, O22 1.349
22 O 2.583 0.110 0.202  C21 1.349, H23 0.986
23 H 1.740 -0.195 -0.209  O22 0.986
24 H 4.623 0.224 1.735  C20 1.078
25 H 5.804 -1.702 2.758  C19 1.078
26 Cl 5.295 -4.500 2.578  C18 1.732
27 H 3.063 -4.358 0.846  C17 1.080
28 H 1.982 -2.459 -1.523  C15 1.097
29 H 1.210 -3.547 -0.355  C15 1.102
30 H 0.189 -1.429 -2.394  C7 1.094
31 H -0.985 -2.417 -1.508  C7 1.101
32 H -2.010 -0.294 -2.171  C6 1.091
33 H -0.666 0.617 -1.456  C6 1.091
34 C -2.763 1.145 0.134  C5 1.543, C35 1.534, H50 1.094, H51 1.094
35 C -1.877 2.374 0.373  C34 1.534, H36 1.096, O37 1.412, H49 1.093
36 H -1.028 2.406 -0.319  C35 1.096
37 O -2.629 3.566 0.291  C35 1.412, C38 1.364
38 C -3.003 4.054 -0.927  O37 1.364, C39 1.391, C43 1.396
39 C -2.630 3.532 -2.161  C38 1.391, C40 1.386, H48 1.079
40 C -3.070 4.138 -3.327  C39 1.386, C41 1.382, H47 1.080
41 C -3.879 5.257 -3.284  C40 1.382, C42 1.386, H46 1.079
42 C -4.251 5.780 -2.055  C41 1.386, C43 1.379, H45 1.080
43 C -3.819 5.186 -0.888  C38 1.396, C42 1.379, H44 1.079
44 H -4.097 5.580 0.077  C43 1.079
45 H -4.881 6.655 -2.007  C42 1.080
46 H -4.217 5.720 -4.199  C41 1.079
47 H -2.771 3.722 -4.278  C40 1.080
48 H -1.997 2.662 -2.235  C39 1.079
49 H -1.490 2.376 1.395  C35 1.093
50 H -3.466 1.086 0.969  C34 1.094
51 H -3.341 1.334 -0.775  C34 1.094
52 H -4.579 -0.423 -0.938  O1 0.963



The following is a quantum chemistry calculation of the molecule C21H26N2O5, from OMol25.

The relative energy (zero: lowest compared OMol25 entry of this formula, charge and spin) is 78.57 kcal per mole. The SMILES is CCN(CC)CCCN1C(=O)C(O)=C(C(=O)c2ccc(C)o2)[C@@H]1c1ccco1. The lowest unoccupied orbital energy comes out at -0.0600 eV. The calculation puts the HOMO energy at -8.23 eV. As for the charge: 0.

Each atom is followed by the atoms it is bonded to, with distances in Å.
CARTESIAN COORDINATES (ANGSTROEM)
1 C -4.048 -2.553 1.047  H2 1.088, H3 1.087, H4 1.087, C5 1.534
2 H -5.049 -2.331 1.409  C1 1.088
3 H -4.043 -3.565 0.651  C1 1.087
4 H -3.360 -2.509 1.888  C1 1.087
5 C -3.627 -1.566 -0.049  C1 1.534, N6 1.448, H53 1.094, H54 1.093
6 N -3.653 -0.166 0.320  C5 1.448, C7 1.448, C46 1.455
7 C -2.773 0.195 1.412  N6 1.448, C8 1.534, H44 1.091, H45 1.104
8 C -2.277 1.637 1.249  C7 1.534, H9 1.090, H10 1.091, C11 1.533
9 H -3.133 2.311 1.281  C8 1.090
10 H -1.621 1.895 2.082  C8 1.091
11 C -1.539 1.846 -0.078  C8 1.533, N12 1.442, H42 1.092, H43 1.095
12 N -0.110 1.695 0.036  C11 1.442, C13 1.343, C30 1.445
13 C 0.764 2.680 -0.232  N12 1.343, O14 1.219, C15 1.491
14 O 0.549 3.839 -0.542  C13 1.219
15 C 2.131 2.110 -0.057  C13 1.491, C16 1.347, O40 1.332
16 C 2.033 0.813 0.292  C15 1.347, C17 1.469, C30 1.520
17 C 3.010 -0.200 0.714  C16 1.469, O18 1.222, C19 1.458
18 O 2.667 -1.121 1.440  C17 1.222
19 C 4.374 -0.063 0.220  C17 1.458, C20 1.377, O23 1.357
20 C 4.919 0.635 -0.835  C19 1.377, C21 1.405, H29 1.069
21 C 6.280 0.290 -0.876  C20 1.405, C22 1.372, H28 1.071
22 C 6.484 -0.598 0.150  C21 1.372, O23 1.336, C24 1.485
23 O 5.339 -0.818 0.802  C19 1.357, C22 1.336
24 C 7.713 -1.294 0.611  C22 1.485, H25 1.089, H26 1.086, H27 1.089
25 H 7.554 -2.371 0.616  C24 1.089
26 H 8.543 -1.054 -0.045  C24 1.086
27 H 7.959 -0.989 1.628  C24 1.089
28 H 7.015 0.646 -1.569  C21 1.071
29 H 4.407 1.301 -1.496  C20 1.069
30 C 0.558 0.457 0.367  N12 1.445, C16 1.520, C31 1.497, H39 1.097
31 C 0.227 -0.648 -0.587  C30 1.497, C32 1.363, O35 1.350
32 C 0.043 -1.983 -0.381  C31 1.363, C33 1.417, H38 1.070
33 C -0.185 -2.548 -1.661  C32 1.417, C34 1.359, H37 1.070
34 C -0.122 -1.514 -2.541  C33 1.359, O35 1.344, H36 1.072
35 O 0.133 -0.360 -1.902  C31 1.350, C34 1.344
36 H -0.240 -1.467 -3.605  C34 1.072
37 H -0.371 -3.578 -1.885  C33 1.070
38 H 0.085 -2.496 0.557  C32 1.070
39 H 0.312 0.121 1.382  C30 1.097
40 O 3.166 2.932 -0.226  C15 1.332, H41 0.978
41 H 2.785 3.810 -0.428  O40 0.978
42 H -1.691 2.864 -0.444  C11 1.092
43 H -1.937 1.138 -0.812  C11 1.095
44 H -1.921 -0.487 1.389  C7 1.091
45 H -3.260 0.098 2.398  C7 1.104
46 C -4.986 0.414 0.381  N6 1.455, C47 1.528, H51 1.093, H52 1.097
47 C -5.296 1.188 -0.899  C46 1.528, H48 1.086, H49 1.087, H50 1.087
48 H -4.582 1.995 -1.034  C47 1.086
49 H -5.232 0.528 -1.761  C47 1.087
50 H -6.299 1.606 -0.854  C47 1.087
51 H -5.054 1.092 1.237  C46 1.093
52 H -5.748 -0.363 0.522  C46 1.097
53 H -2.609 -1.808 -0.370  C5 1.094
54 H -4.284 -1.685 -0.914  C5 1.093



The following is a quantum chemistry calculation of the molecule C21H26N2O5S2, from OMol25.

The relative energy (zero: lowest compared OMol25 entry of this formula, charge and spin) is 26.70 kcal per mole. The SMILES is CCOc1ccccc1N(CC(=O)N1CCOCC1)S(=O)(=O)c1ccc(SC)cc1. The lowest unoccupied orbital energy comes out at 0.5519 eV. The calculation puts the HOMO energy at -8.46 eV. As for the charge: 0.

Each atom is followed by the atoms it is bonded to, with distances in Å.
CARTESIAN COORDINATES (ANGSTROEM)
1 C -3.695 -1.811 -1.259  C2 1.525, H54 1.086, H55 1.087, H56 1.087
2 C -2.361 -1.626 -1.973  C1 1.525, O3 1.416, H52 1.094, H53 1.097
3 O -1.293 -1.316 -1.096  C2 1.416, C4 1.365
4 C -0.633 -2.316 -0.441  O3 1.365, C5 1.390, C9 1.407
5 C -1.013 -3.653 -0.451  C4 1.390, C6 1.385, H51 1.078
6 C -0.306 -4.596 0.276  C5 1.385, C7 1.382, H50 1.080
7 C 0.794 -4.225 1.024  C6 1.382, C8 1.383, H49 1.078
8 C 1.201 -2.903 1.019  C7 1.383, C9 1.386, H48 1.078
9 C 0.513 -1.947 0.287  C4 1.407, C8 1.386, N10 1.414
10 N 0.998 -0.621 0.349  C9 1.414, S11 1.681, C29 1.448
11 S 0.508 0.229 1.714  N10 1.681, O12 1.432, O13 1.433, C14 1.782
12 O 0.492 -0.709 2.797  S11 1.432
13 O 1.367 1.371 1.832  S11 1.433
14 C -1.158 0.753 1.359  S11 1.782, C15 1.380, C19 1.383
15 C -1.377 1.880 0.594  C14 1.380, C16 1.385, H28 1.079
16 C -2.674 2.248 0.279  C15 1.385, C17 1.390, H27 1.078
17 C -3.740 1.485 0.743  C16 1.390, C18 1.397, S22 1.762
18 C -3.501 0.350 1.523  C17 1.397, C19 1.379, H21 1.080
19 C -2.207 -0.020 1.824  C14 1.383, C18 1.379, H20 1.078
20 H -1.989 -0.890 2.422  C19 1.078
21 H -4.339 -0.227 1.881  C18 1.080
22 S -5.430 1.841 0.395  C17 1.762, C23 1.815
23 C -5.377 3.423 -0.496  S22 1.815, H24 1.086, H25 1.086, H26 1.086
24 H -6.413 3.693 -0.670  C23 1.086
25 H -4.897 4.177 0.121  C23 1.086
26 H -4.863 3.302 -1.445  C23 1.086
27 H -2.836 3.125 -0.326  C16 1.078
28 H -0.539 2.465 0.247  C15 1.079
29 C 1.114 0.143 -0.876  N10 1.448, C30 1.530, H46 1.095, H47 1.097
30 C 1.906 1.436 -0.676  C29 1.530, O31 1.219, N32 1.344
31 O 1.397 2.500 -0.982  C30 1.219
32 N 3.187 1.334 -0.280  C30 1.344, C33 1.445, C38 1.453
33 C 3.832 0.144 0.226  N32 1.445, H34 1.087, C35 1.535, H45 1.097
34 H 3.331 -0.753 -0.130  C33 1.087
35 C 5.292 0.138 -0.247  C33 1.535, O36 1.405, H43 1.091, H44 1.102
36 O 5.977 1.303 0.140  C35 1.405, C37 1.411
37 C 5.343 2.452 -0.377  O36 1.411, C38 1.527, H41 1.091, H42 1.101
38 C 3.894 2.546 0.096  N32 1.453, C37 1.527, H39 1.090, H40 1.096
39 H 3.383 3.392 -0.365  C38 1.090
40 H 3.857 2.650 1.186  C38 1.096
41 H 5.920 3.306 -0.019  C37 1.091
42 H 5.371 2.428 -1.477  C37 1.101
43 H 5.832 -0.698 0.200  C35 1.091
44 H 5.315 0.041 -1.345  C35 1.102
45 H 3.796 0.157 1.323  C33 1.097
46 H 1.613 -0.482 -1.625  C29 1.095
47 H 0.135 0.439 -1.273  C29 1.097
48 H 2.054 -2.581 1.594  C8 1.078
49 H 1.336 -4.956 1.603  C7 1.078
50 H -0.632 -5.626 0.258  C6 1.080
51 H -1.877 -3.972 -1.011  C5 1.078
52 H -2.421 -0.760 -2.639  C2 1.094
53 H -2.113 -2.507 -2.577  C2 1.097
54 H -3.969 -0.897 -0.741  C1 1.086
55 H -3.642 -2.613 -0.527  C1 1.087
56 H -4.466 -2.048 -1.988  C1 1.087